(A)
An isolated molecule of Cl2OS. Source: the OMol25 dataset; level of theory: ωB97M-V/def2-TZVPD.

- Gap between HOMO and LUMO: 9.4 eV

Positions of all 4 atoms, in Å:
O 1.098 1.157 -0.194
S 0.012 0.245 0.601
Cl 0.764 -1.640 -0.199
Cl -1.875 0.237 -0.209

For each atom in turn, the natural (NBO) charge in e is: number 1, O, carries -0.776; number 2, S, carries 1.134; number 3, Cl, carries -0.208; number 4, Cl, carries -0.150

(B)
An isolated molecule of Cl2OS. Source: the OMol25 dataset; level of theory: ωB97M-V/def2-TZVPD.

- Gap between HOMO and LUMO: 8.1 eV

Positions of all 4 atoms, in Å:
O 2.114 0.260 -0.438
S -0.943 -0.996 0.121
Cl -2.123 0.677 -0.273
Cl 0.952 0.059 0.590

For each atom in turn, the natural (NBO) charge in e is: number 1, O, carries -0.700; number 2, S, carries 0.178; number 3, Cl, carries -0.128; number 4, Cl, carries 0.650

Most stable to least stable: (A), (B)